#1
A single C4H9NOS molecule. Source: the OMol25 dataset; level of theory: wB97M-V/def2-TZVPD.

Results
- frontier orbital gap (eV) = 10.155
- SMILES string = O=CNCCCS
- HOMO level (Eh) = -0.35054

```
16
Properties=species:S:1:pos:R:3:nbo_charge:R:1
O -1.067 -2.941 1.788 -0.602
C -1.097 -1.736 1.709 0.535
N -0.765 -0.987 0.638 -0.623
C -0.555 0.453 0.688 -0.217
C 0.813 0.875 0.164 -0.421
C 1.012 0.872 -1.363 -0.503
S 0.407 -0.586 -2.300 -0.068
H -1.382 -1.114 2.578 0.091
H -0.411 -1.457 -0.182 0.404
H -0.813 0.718 1.711 0.210
H -1.329 0.976 0.109 0.185
H 1.490 0.167 0.659 0.210
H 1.041 1.899 0.460 0.224
H 2.073 0.959 -1.564 0.220
H 0.495 1.765 -1.720 0.215
H 0.088 0.137 -3.374 0.139
```



#2
A single C4H9NOS molecule. Source: the OMol25 dataset; level of theory: wB97M-V/def2-TZVPD.

Results
- frontier orbital gap (alpha / beta) (eV) = 7.234 / 8.120
- HOMO level (alpha / beta) (Eh) = -0.31084 / -0.31816

```
16
Properties=species:S:1:pos:R:3:nbo_charge:R:1
C 1.614 -1.128 0.210 -0.487
C 0.719 -0.439 -1.084 -0.207
C 1.175 -0.552 1.418 -0.238
C -1.669 1.649 -0.223 -0.804
N -0.581 -0.599 -1.014 -0.701
O -2.680 -0.637 0.381 -0.943
S -1.363 -0.109 0.343 1.504
H 1.506 -2.144 0.225 0.222
H 2.595 -0.983 0.087 0.223
H 1.018 0.583 -1.145 0.163
H 0.970 -0.849 -2.045 0.213
H 0.303 -0.979 1.926 0.196
H 1.609 0.264 1.799 0.172
H -1.666 1.608 -1.287 0.237
H -2.544 1.945 0.257 0.233
H -1.006 2.371 0.152 0.217
```



#3
A single C4H9NOS molecule. Source: the OMol25 dataset; level of theory: wB97M-V/def2-TZVPD.

Results
- frontier orbital gap (eV) = 9.314
- HOMO level (Eh) = -0.34393

```
16
Properties=species:S:1:pos:R:3:nbo_charge:R:1
C -0.050 -0.770 0.983 -0.481
C -1.223 -1.704 1.214 -0.522
C -0.130 -0.003 -0.379 0.000
C 1.162 0.708 -0.687 -0.626
N -1.191 0.948 -0.510 -0.820
O -1.701 -0.700 3.489 -0.914
S -2.164 -1.742 2.498 1.150
H 0.271 0.019 1.773 0.242
H 0.731 -1.535 0.875 0.229
H -2.033 0.448 -0.189 0.356
H -1.284 -2.475 0.460 0.237
H -0.367 -0.899 -1.165 0.154
H 0.963 1.556 -1.230 0.225
H 1.721 -0.010 -1.253 0.218
H 1.645 0.855 0.257 0.204
H -0.938 1.746 0.204 0.349
```



Pick #1: it beats the second-best structure by 1.967 eV.



#1
A molecular structure, C4H9NOS. Source: the OMol25 dataset; level of theory: wB97M-V/def2-TZVPD.

Results
- frontier orbital gap (eV) = 9.378
- HOMO level (Eh) = -0.32835

```
16
Properties=species:S:1:pos:R:3:nbo_charge:R:1
C 0.211 -0.568 1.376 -0.603
C -0.063 -0.905 -0.066 -0.412
C 0.622 0.395 -0.900 -0.236
C -2.271 0.668 -0.309 0.217
H -0.518 0.210 1.559 0.241
H 0.136 -1.448 2.171 0.236
H 1.360 0.135 1.446 0.163
H 0.514 -1.807 -0.478 0.227
H 0.030 1.222 -0.314 0.228
H 0.449 0.296 -2.041 0.208
H 2.307 -0.481 -1.091 0.341
H 2.022 0.394 0.414 0.331
H -3.204 0.906 -1.043 0.153
N 2.002 0.457 -0.633 -0.792
O -1.778 1.552 0.407 -0.564
S -1.821 -1.026 -0.496 0.261
```



#2
A single C4H9NOS molecule. Source: the OMol25 dataset; level of theory: wB97M-V/def2-TZVPD.

Results
- frontier orbital gap (eV) = 9.194
- SMILES string = C/C=C/COSN
- HOMO level (Eh) = -0.31260

```
16
Properties=species:S:1:pos:R:3:nbo_charge:R:1
C 2.577 -0.162 0.379 -0.623
C 1.238 0.144 -0.169 -0.182
C 0.314 -0.844 -0.086 -0.233
C -0.975 -0.725 -0.888 -0.097
O -1.287 0.544 -1.401 -0.674
S -1.712 1.834 -0.364 0.627
N -3.288 1.548 0.302 -0.991
H 2.998 0.880 0.703 0.200
H 3.345 -0.660 -0.355 0.217
H 2.455 -0.642 1.226 0.205
H 1.032 1.033 -0.738 0.214
H 0.331 -1.890 0.256 0.208
H -0.950 -1.457 -1.735 0.202
H -1.961 -1.237 -0.385 0.165
H -3.786 2.410 0.171 0.383
H -3.317 1.200 1.258 0.378
```



Pick #2: it beats the second-best structure by 0.056 eV.



#1
A molecular structure, C4H9NOS. Source: the OMol25 dataset; level of theory: wB97M-V/def2-TZVPD.

Results
- frontier orbital gap (eV) = 8.704
- HOMO level (Eh) = -0.32693

```
16
Properties=species:S:1:pos:R:3:nbo_charge:R:1
C 0.424 -1.463 -1.032 -0.640
C -0.200 -0.242 -0.692 0.000
C 0.924 0.793 -0.139 -0.573
C -2.237 0.979 1.772 -0.089
H -0.417 -2.456 -0.787 0.238
H 1.546 -1.867 -0.514 0.224
H 0.731 -1.143 -2.240 0.248
H -0.876 0.163 -1.530 0.198
H 0.208 1.477 0.398 0.277
H 1.606 0.169 0.672 0.226
H 3.475 0.034 -0.404 0.138
H -2.651 1.840 2.169 0.196
H -2.444 0.014 2.282 0.175
N -1.406 0.932 0.837 -0.152
O -1.086 -0.445 0.443 -0.411
S 2.405 1.214 -1.236 -0.055
```



#2
2 unconnected molecules or ions with the total composition C4H9NOS. Source: the OMol25 dataset; level of theory: wB97M-V/def2-TZVPD.

Results
- frontier orbital gap (eV) = 9.539
- SMILES string = O=C=S.CCCN
- HOMO level (Eh) = -0.33014

```
16
Properties=species:S:1:pos:R:3:nbo_charge:R:1
O 0.393 -0.007 -3.428 -0.467
C 0.134 1.006 -2.919 0.447
S -0.089 2.506 -2.488 0.021
C -1.436 0.293 0.723 -0.622
C -0.617 -0.953 0.923 -0.422
C 0.804 -0.584 1.118 -0.204
N 1.425 0.114 -0.044 -0.858
H -2.439 0.169 0.220 0.206
H -1.469 1.026 1.488 0.213
H -1.075 0.785 -0.115 0.217
H -0.477 -1.558 0.061 0.199
H -1.059 -1.560 1.755 0.212
H 0.988 0.180 1.954 0.169
H 1.402 -1.391 1.539 0.171
H 1.220 -0.419 -0.962 0.355
H 2.296 0.392 0.173 0.365
```



#3
A single C4H9NOS molecule. Source: the OMol25 dataset; level of theory: wB97M-V/def2-TZVPD.

Results
- frontier orbital gap (eV) = 9.546
- SMILES string = C[C@@H]1CON(S)C1
- HOMO level (Eh) = -0.32082

```
16
Properties=species:S:1:pos:R:3:nbo_charge:R:1
C 0.323 1.491 -0.975 -0.601
C -0.679 0.708 -0.190 -0.285
C -0.281 0.318 1.326 -0.107
O -0.409 -1.063 1.547 -0.381
N -0.103 -1.712 0.397 -0.226
S 1.651 -1.631 0.165 0.035
C -0.722 -0.717 -0.697 -0.270
H 1.307 0.857 -0.882 0.212
H 0.403 2.517 -0.634 0.218
H 0.070 1.439 -1.993 0.212
H -1.702 1.197 -0.199 0.218
H 0.814 0.412 1.450 0.194
H -0.905 0.877 2.089 0.207
H 1.972 -2.576 1.176 0.139
H -1.633 -1.229 -0.975 0.227
H -0.108 -0.889 -1.604 0.206
```



Pick #2: it beats the second-best structure by 2.449 eV.



#1
A single C4H9NOS molecule. Source: the OMol25 dataset; level of theory: wB97M-V/def2-TZVPD.

Results
- frontier orbital gap (eV) = 9.435
- SMILES string = OC[C@@H](S)[C@@H]1CN1
- HOMO level (Eh) = -0.31721

```
16
Properties=species:S:1:pos:R:3:nbo_charge:R:1
O 1.747 -1.132 -0.703 -0.738
C 1.643 -0.562 0.572 -0.059
C 0.263 0.116 0.958 -0.345
S 0.345 1.502 -0.285 -0.192
C -1.042 -0.612 0.666 -0.108
C -1.382 -1.022 -0.658 -0.261
N -2.180 0.115 -0.102 -0.618
H 2.079 -0.382 -1.477 0.490
H 1.976 -1.313 1.325 0.182
H 2.323 0.362 0.601 0.169
H 0.579 0.554 1.897 0.230
H -1.092 1.542 -0.452 0.218
H -1.466 -1.088 1.582 0.212
H -0.676 -0.764 -1.454 0.244
H -1.813 -2.092 -0.719 0.207
H -3.033 -0.119 0.368 0.369
```



#2
A single C4H9NOS molecule. Source: the OMol25 dataset; level of theory: wB97M-V/def2-TZVPD.

Results
- frontier orbital gap (eV) = 9.876
- SMILES string = CC(=O)NCCS
- HOMO level (Eh) = -0.33470

```
16
Properties=species:S:1:pos:R:3:nbo_charge:R:1
C -2.093 0.590 1.615 -0.718
C -0.966 0.607 0.609 0.685
O -0.784 1.497 -0.191 -0.608
N -0.165 -0.520 0.671 -0.634
C 1.100 -0.567 -0.076 -0.231
C 0.873 -0.453 -1.587 -0.507
S 2.489 -0.641 -2.449 -0.058
H -1.765 0.952 2.579 0.232
H -2.895 1.226 1.275 0.242
H -2.470 -0.431 1.690 0.225
H -0.089 -0.838 1.628 0.383
H 1.815 0.198 0.248 0.194
H 1.474 -1.575 0.143 0.204
H 0.558 0.536 -1.858 0.250
H 0.190 -1.246 -1.882 0.220
H 2.728 0.664 -2.414 0.120
```



Pick #2: it beats the second-best structure by 3.386 eV.



#1
2 unconnected molecules or ions with the total composition C7H10INO2. Source: the OMol25 dataset; level of theory: wB97M-V/def2-TZVPD.

Results
- frontier orbital gap (alpha / beta) (eV) = 7.738 / 7.737
- SMILES string = C/C=N/C(O)=C\C(C)=C=O.I
- HOMO level (alpha / beta) (Eh) = -0.27877 / -0.27876

```
21
Properties=species:S:1:pos:R:3:nbo_charge:R:1
C -0.018 -2.965 -1.442 -0.671
C 0.702 -2.176 -0.412 0.159
N 0.305 -1.014 -0.078 -0.492
C 0.854 -0.240 0.914 0.406
O 1.657 -0.791 1.880 -0.678
C 0.597 1.086 0.999 -0.226
C -0.052 1.965 0.057 -0.371
C -0.545 3.299 0.585 -0.578
C -0.210 1.740 -1.223 0.756
O -0.329 1.591 -2.371 -0.449
H -0.677 -2.330 -2.023 0.240
H -0.614 -3.735 -0.949 0.237
H 0.691 -3.462 -2.100 0.228
H 1.582 -2.660 0.030 0.148
H 1.618 -1.756 1.838 0.475
H 0.977 1.580 1.880 0.222
H -0.702 4.006 -0.225 0.218
H -1.483 3.167 1.123 0.219
H 0.190 3.701 1.277 0.214
I -3.045 -0.376 0.266 -0.188
H -1.499 -0.630 -0.025 0.133
```



#2
2 unconnected molecules or ions with the total composition C7H10INO2. Source: the OMol25 dataset; level of theory: wB97M-V/def2-TZVPD.

Results
- frontier orbital gap (eV) = 8.754
- SMILES string = COc1cccc(OC)n1.I
- HOMO level (Eh) = -0.30613

```
21
Properties=species:S:1:pos:R:3:nbo_charge:R:1
C 1.913 1.329 1.431 -0.261
O 1.471 2.141 0.307 -0.478
C 0.592 1.416 -0.392 0.545
C 0.064 2.056 -1.531 -0.343
C -0.808 1.351 -2.310 -0.117
C -1.146 0.065 -1.923 -0.358
C -0.576 -0.416 -0.772 0.531
O -1.006 -1.614 -0.346 -0.480
C -0.287 -2.048 0.798 -0.281
N 0.339 0.211 -0.014 -0.585
H 1.111 1.412 2.123 0.192
H 2.797 1.814 1.788 0.189
H 2.207 0.331 1.054 0.203
H 0.280 3.007 -1.833 0.222
H -1.290 1.832 -3.111 0.212
H -1.990 -0.431 -2.275 0.224
H -0.759 -1.798 1.716 0.180
H 0.641 -1.426 0.743 0.219
H -0.051 -3.101 0.718 0.188
I -5.395 0.161 0.044 -0.109
H -4.172 0.828 -0.865 0.108
```



Pick #2: it beats the second-best structure by 0.367 eV.



#1
A gas-phase ion, C7H10N (charge +1). Source: the OMol25 dataset; level of theory: wB97M-V/def2-TZVPD.

Results
- frontier orbital gap (eV) = 9.365
- SMILES string = C#C[C@H]1C=[NH+][C@H](C)C1
- HOMO level (Eh) = -0.53359
- net charge = +1

```
18
Properties=species:S:1:pos:R:3:nbo_charge:R:1
C -0.939 2.448 -2.480 -0.107
C -0.486 1.426 -2.052 -0.092
C -0.365 0.162 -1.226 -0.394
C 0.971 0.249 -0.687 0.326
N 1.041 0.257 0.682 -0.408
C -0.064 -0.444 1.268 -0.046
C 0.562 -1.759 1.719 -0.624
C -1.061 -0.117 0.084 -0.406
H -0.908 3.558 -2.774 0.288
H -0.618 -0.516 -2.026 0.313
H 1.677 0.481 -1.449 0.255
H 1.955 0.468 0.985 0.441
H -0.455 0.080 2.107 0.236
H 0.588 -2.530 0.861 0.230
H 0.001 -2.188 2.556 0.252
H 1.569 -1.674 1.983 0.230
H -1.603 0.868 0.375 0.253
H -1.866 -0.771 0.074 0.254
```



#2
A gas-phase ion, C7H10N (charge +1). Source: the OMol25 dataset; level of theory: wB97M-V/def2-TZVPD.

Results
- frontier orbital gap (eV) = 10.078
- SMILES string = C1=[N+]=C1C1CCCC1
- HOMO level (Eh) = -0.57211
- net charge = +1

```
18
Properties=species:S:1:pos:R:3:nbo_charge:R:1
C -1.462 -1.530 2.062 0.197
N -0.832 -2.034 1.029 -0.151
C -0.685 -0.715 1.227 0.427
C -0.119 0.614 0.785 -0.295
C -0.843 0.928 -0.632 -0.357
C -0.069 0.071 -1.645 -0.414
C 1.285 -0.321 -0.922 -0.403
C 1.315 0.508 0.321 -0.392
H -2.166 -1.678 2.819 0.281
H -0.365 1.368 1.518 0.272
H -0.691 2.020 -0.877 0.250
H -1.878 0.770 -0.555 0.219
H 0.128 0.628 -2.481 0.236
H -0.610 -0.875 -1.876 0.221
H 1.235 -1.310 -0.606 0.200
H 2.180 -0.179 -1.450 0.242
H 1.929 0.263 1.217 0.232
H 1.648 1.472 0.065 0.236
```



Pick #2: it beats the second-best structure by 0.487 eV.